No. 1
A molecular structure, C22H54O17P4S, computed with wB97M-V/def2-TZVPD.

ORCA input file:
```
! RIJCOSX wB97M-V def2-TZVPD def2/J DEFGRID3
* xyz 0 1
C 1.572 -3.054 2.805
P 0.332 -2.194 1.714
O 0.312 -0.591 2.132
C 1.048 -2.446 -0.004
C 1.004 -3.980 -0.164
C 2.418 -1.714 -0.162
O 2.448 -0.945 -1.383
S 1.340 -1.688 -2.312
O 2.047 -2.832 -2.785
O 0.840 -0.956 -3.408
O 0.286 -1.956 -1.133
H 2.587 -2.802 2.474
H 1.448 -4.135 2.713
H 1.402 -2.792 3.849
H 1.181 -0.250 2.395
H 1.718 -4.517 0.465
H 0.006 -4.302 0.164
H 1.102 -4.303 -1.198
H 2.393 -0.923 0.603
H 3.340 -2.262 0.029
O 2.605 4.893 -1.230
P 4.048 4.824 -1.605
O 4.501 3.345 -1.044
C 3.737 2.190 -1.370
C 4.202 1.522 -2.647
O 4.709 5.769 -0.454
C 3.892 6.663 0.303
C 3.395 6.011 1.581
O 5.429 5.046 -2.472
C 5.597 4.547 -3.798
C 4.389 4.752 -4.690
H 2.674 2.436 -1.438
H 3.856 1.490 -0.540
H 4.000 2.154 -3.516
H 3.687 0.577 -2.805
H 5.277 1.335 -2.623
H 3.066 7.036 -0.300
H 4.509 7.526 0.557
H 3.056 4.989 1.410
H 2.568 6.581 2.008
H 4.194 5.957 2.322
H 5.895 3.497 -3.752
H 6.444 5.089 -4.222
H 3.463 4.407 -4.214
H 4.518 4.207 -5.625
H 4.259 5.809 -4.927
O -3.093 6.073 -1.879
P -2.991 4.913 -2.812
O -2.607 5.621 -4.247
C -1.530 6.548 -4.338
C -0.210 5.871 -4.656
O -4.571 4.581 -3.051
C -5.559 5.097 -2.162
C -6.100 6.429 -2.649
O -2.677 3.391 -3.353
C -1.365 2.831 -3.348
C -0.584 3.108 -2.081
H -1.443 7.135 -3.422
H -1.779 7.238 -5.146
H 0.121 5.248 -3.820
H 0.574 6.604 -4.849
H -0.306 5.222 -5.528
H -5.165 5.173 -1.149
H -6.372 4.370 -2.127
H -5.306 7.084 -3.005
H -6.636 6.943 -1.849
H -6.787 6.284 -3.484
H -0.826 3.168 -4.238
H -1.492 1.753 -3.457
H -0.598 4.170 -1.809
H 0.455 2.802 -2.210
H -1.001 2.552 -1.239
O -3.725 -7.042 3.336
P -2.511 -7.261 4.173
O -3.042 -6.945 5.697
C -4.222 -7.560 6.203
C -3.934 -8.878 6.896
O -1.677 -5.894 3.858
C -2.013 -5.087 2.727
C -3.009 -4.006 3.098
O -1.085 -7.911 4.685
C -0.954 -9.277 5.072
C -1.661 -10.249 4.148
H -4.959 -7.702 5.410
H -4.652 -6.865 6.926
H -3.598 -9.631 6.178
H -4.825 -9.269 7.388
H -3.145 -8.762 7.641
H -2.377 -5.705 1.906
H -1.091 -4.616 2.378
H -3.802 -4.389 3.739
H -3.464 -3.578 2.204
H -2.517 -3.204 3.650
H -1.281 -9.391 6.108
H 0.115 -9.496 5.061
H -2.699 -9.954 3.957
H -1.663 -11.247 4.586
H -1.155 -10.302 3.183
*
```

The LUMO energy is 0.023 eV. The total energy comes out at -3913.3948 Ha. The calculation puts the largest force on an atom at 7.21 eV/Å.

Atomic partial charges in e from the Mulliken method, atoms 1 to 6:
1 C -1.13
2 P 0.09
3 O -0.45
4 C 1.47
5 C -1.62
6 C -0.89

=====

No. 2
3 unconnected molecules or ions with the total composition C22H55BO12P3, computed with wB97M-V/def2-TZVPD.

ORCA input file:
```
! RIJCOSX wB97M-V def2-TZVPD def2/J DEFGRID3
* xyz -1 1
C -0.571 0.981 -2.829
C 0.460 1.852 -3.593
C 0.467 1.405 -5.062
C 1.385 2.208 -6.016
C 2.851 1.885 -5.604
P 1.159 4.135 -5.965
C 0.006 4.194 -7.558
C -1.473 4.348 -7.249
O -2.000 3.172 -6.575
C -3.293 3.277 -6.234
C -3.606 2.901 -4.801
O -4.165 3.606 -7.011
B 1.156 6.105 -5.888
O 0.140 6.794 -5.180
O 2.108 6.901 -6.528
C 2.696 7.876 -5.686
H -0.234 -0.050 -2.711
H -0.805 1.462 -1.875
H -1.505 0.978 -3.398
H 1.441 1.734 -3.130
H 0.140 2.882 -3.448
H -0.563 1.319 -5.421
H 0.855 0.370 -5.055
H 1.262 1.782 -7.018
H 3.458 2.793 -5.679
H 2.927 1.456 -4.603
H 3.277 1.166 -6.314
H -0.061 4.071 -5.146
H 2.042 4.133 -4.747
H 2.345 4.227 -6.861
H 0.272 5.134 -8.069
H 0.190 3.382 -8.270
H -1.619 5.220 -6.604
H -2.028 4.473 -8.183
H -2.707 2.611 -4.256
H -4.241 2.012 -4.818
H -4.094 3.713 -4.267
H 0.172 6.451 -4.280
H 3.783 7.785 -5.777
H 2.436 7.766 -4.630
H 2.417 8.893 -5.984
O 0.276 -1.699 0.107
P 0.673 -2.693 1.155
O 1.297 -3.860 0.168
C 2.360 -3.513 -0.721
C 3.686 -3.360 0.005
O -0.860 -3.267 1.425
C -1.994 -2.407 1.265
C -2.663 -2.632 -0.078
O 1.144 -3.484 2.512
C 0.946 -4.899 2.658
C 2.205 -5.694 2.375
H 2.118 -2.598 -1.265
H 2.429 -4.313 -1.459
H 3.598 -2.676 0.853
H 4.450 -2.980 -0.674
H 4.027 -4.318 0.397
H -1.709 -1.363 1.388
H -2.694 -2.644 2.070
H -1.934 -2.714 -0.882
H -3.349 -1.816 -0.312
H -3.231 -3.564 -0.068
H 0.121 -5.255 2.048
H 0.662 -5.046 3.703
H 2.365 -5.817 1.306
H 2.121 -6.695 2.804
H 3.084 -5.198 2.789
O -0.642 -2.643 9.707
P -1.012 -2.669 8.265
O -0.200 -1.402 7.624
C 1.201 -1.285 7.870
C 2.010 -2.270 7.043
O -2.545 -2.075 8.350
C -3.304 -2.203 9.554
C -3.272 -0.916 10.357
O -1.333 -3.440 6.883
C -1.836 -2.729 5.733
C -0.747 -2.425 4.727
H 1.413 -1.417 8.933
H 1.482 -0.264 7.612
H 1.639 -3.291 7.166
H 3.060 -2.241 7.337
H 1.949 -2.030 5.982
H -2.947 -3.042 10.150
H -4.331 -2.433 9.264
H -2.270 -0.490 10.394
H -3.619 -1.084 11.378
H -3.917 -0.165 9.896
H -2.364 -1.822 6.018
H -2.568 -3.396 5.277
H -0.164 -1.554 5.025
H -1.184 -2.195 3.757
H -0.062 -3.260 4.621
*
```

The LUMO energy is 0.266 eV. The total energy comes out at -2823.0370 Ha. The calculation puts the largest force on an atom at 8.51 eV/Å.

Atomic partial charges in e from the Mulliken method, atoms 1 to 6:
1 C -1.41
2 C 0.01
3 C -1.07
4 C -0.04
5 C -1.40
6 P 0.37

=====

No. 3
A molecular structure, C22H55BeN3O7, computed with wB97M-V/def2-TZVPD.

ORCA input file:
```
! RIJCOSX wB97M-V def2-TZVPD def2/J DEFGRID3
* xyz 0 1
Be -0.183 -0.070 -1.075
C -3.254 -5.163 1.763
C -1.870 -5.095 1.032
C -1.844 -6.127 -0.029
O -1.697 -3.801 0.525
H -3.430 -4.671 2.719
H -3.453 -6.229 1.877
H -4.029 -4.882 1.050
H -1.036 -5.330 1.693
H -1.011 -6.080 -0.730
H -2.795 -5.899 -0.511
H -1.862 -7.132 0.393
C 4.402 4.434 -1.703
C 3.501 3.927 -2.825
C 4.322 3.961 -4.154
O 2.730 2.781 -2.566
H 3.886 4.219 -0.767
H 4.496 5.519 -1.752
H 5.419 4.044 -1.724
H 2.843 4.787 -2.950
H 5.048 3.154 -4.065
H 4.805 4.929 -4.286
H 3.580 3.910 -4.951
C -4.195 0.821 4.235
O -4.617 1.158 2.866
C -4.524 0.163 1.847
C -4.339 0.803 0.434
N -3.203 1.759 0.474
C -3.659 2.983 -0.151
C -3.448 3.141 -1.645
O -2.374 2.269 -2.041
C -2.187 2.271 -3.448
H -3.272 0.243 4.219
H -4.910 0.232 4.809
H -4.046 1.643 4.935
H -5.404 -0.481 1.854
H -3.654 -0.492 1.871
H -5.308 1.285 0.306
H -4.200 0.002 -0.292
H -3.137 1.851 1.478
H -3.050 3.676 0.430
H -4.637 3.331 0.181
H -3.201 4.189 -1.819
H -4.419 2.889 -2.070
H -3.089 1.813 -3.854
H -1.414 1.575 -3.775
H -2.003 3.247 -3.897
C -1.805 -2.335 -3.697
O -0.331 -2.054 -3.763
C 0.551 -3.061 -4.302
C 1.951 -2.533 -3.844
N 2.024 -2.789 -2.353
C 3.425 -3.067 -1.803
C 4.214 -1.790 -1.657
O 5.381 -1.917 -0.848
C 6.160 -0.671 -0.860
H -2.426 -1.440 -3.652
H -2.086 -3.056 -2.929
H -2.164 -2.879 -4.570
H 0.404 -3.195 -5.374
H 0.313 -3.981 -3.768
H 2.235 -1.565 -4.257
H 2.689 -3.216 -4.263
H 1.201 -3.253 -1.994
H 3.980 -3.851 -2.319
H 3.354 -3.648 -0.883
H 3.544 -1.075 -1.181
H 4.423 -1.405 -2.655
H 7.150 -0.769 -0.415
H 5.512 0.052 -0.365
H 6.371 -0.335 -1.875
C 1.345 -0.612 4.098
C 0.732 0.884 4.060
C 0.800 1.810 5.327
O -0.115 2.928 4.995
C -0.162 3.973 5.878
N 1.314 1.530 2.886
H 1.373 -1.259 3.222
H 0.796 -1.209 4.826
H 2.381 -0.482 4.413
H -0.327 0.772 3.829
H 1.799 1.969 5.733
H 0.559 1.276 6.245
H -0.898 4.706 5.550
H 0.867 4.324 5.958
H -0.488 3.731 6.890
H 2.304 1.413 2.723
H 1.373 2.519 3.085
*
```

The LUMO energy is -4.635 eV. The energy above the lowest of the compared OMol25 structures with the same formula, charge and spin comes out at 8.3885 eV. The total energy comes out at -1576.2470 Ha. The calculation puts the largest force on an atom at 3.43 eV/Å.

Atomic partial charges in e from the Mulliken method, atoms 1 to 6:
1 Be 0.33
2 C -1.27
3 C 0.59
4 C -1.23
5 O -0.52
6 H 0.31